<A>
Here is a single CH2O2S molecule from the OMol25 dataset. Energies are from wB97M-V/def2-TZVPD.

Each line ends with the Löwdin charge.
Cartesian coordinates (Å):
C  0.4441  -0.0718  1.0817  -0.002
O  -1.1978  -1.1396  -1.1997  -0.400
O  -1.0004  1.3239  -1.1787  -0.388
S  -0.4398  0.0436  -0.8538  0.756
H  1.0548  0.8259  0.8903  -0.013
H  1.1391  -0.9821  1.2603  0.047

The expectation value of S² is 2.024. Its multiplicity is 3. As for the orbital gap (spin up / spin down): 0.3498 / 0.3318 Ha.



<B>
Here is a single CH2O2S molecule from the OMol25 dataset. Energies are from wB97M-V/def2-TZVPD.

Each line ends with the Löwdin charge.
Cartesian coordinates (Å):
C  -0.6775  -0.5300  -0.3158  -0.474
O  -1.0279  -0.9417  -1.4251  0.013
O  0.4179  -0.7031  0.6340  -0.502
S  0.9295  0.7066  1.0737  0.921
H  -1.1922  0.4125  0.1197  0.103
H  1.5501  1.0558  -0.0864  -0.060

The expectation value of S² is 2.009. Its multiplicity is 3. As for the orbital gap (spin up / spin down): 0.1953 / 0.1986 Ha.



<A> (42.7 kcal/mol below the next structure)



<A>
Here is an isolated ion of composition C4H8NO and charge +1 from the OMol25 dataset. Energies are from wB97M-V/def2-TZVPD.

Each line ends with the Löwdin charge.
Cartesian coordinates (Å):
C  -0.6583  0.1452  0.5427  -0.061
C  -0.6858  1.4733  0.0355  -0.057
C  1.1854  1.8248  -1.4009  0.144
C  -0.2523  -2.1434  0.7475  -0.053
N  0.0940  -0.8562  0.2117  -0.031
O  0.1254  2.1339  -0.8148  0.028
H  -1.3501  -0.1876  1.2853  0.140
H  -1.2159  2.3160  0.5883  0.160
H  1.8178  1.0285  -1.0745  0.109
H  1.6488  2.6118  -2.0522  0.148
H  0.4014  -2.9277  0.2912  0.122
H  -0.3926  -2.1126  1.8448  0.113
H  -1.2771  -2.3561  0.4663  0.093
H  0.5592  -0.9499  -0.6709  0.145

Its multiplicity is 1. The charge is +1. As for the orbital gap (spin up / spin down): 0.2710 / 0.2708 Ha.



<B>
Here is a 2-piece molecular cluster, C4H8NO overall from the OMol25 dataset. Energies are from wB97M-V/def2-TZVPD.

Each line ends with the Löwdin charge.
Cartesian coordinates (Å):
C  2.2338  -0.5278  -0.5832  0.020
C  2.3517  0.8791  -0.1947  -0.062
C  -1.8324  -0.4251  0.9799  -0.004
C  -2.0567  0.0715  -0.3539  -0.058
N  1.1378  0.0185  -0.2525  0.071
O  -1.1125  0.3013  -1.1809  0.163
H  2.5061  -1.5333  -0.6388  0.117
H  2.7332  1.1357  0.7829  0.100
H  2.5198  1.6249  -0.9446  0.096
H  -1.1094  0.2386  1.4088  0.102
H  -2.7529  -0.5075  1.5234  0.099
H  -1.2783  -1.4287  0.9434  0.160
H  -3.1106  0.1153  -0.7275  0.176
H  -0.2296  0.0375  -0.7623  0.021

Its multiplicity is 1. The charge is +1. As for the orbital gap: 0.3719 Ha.



<B> (7.4 kcal/mol below the next structure)



<A>
Here is a 2-piece molecular cluster, C4H8NO overall from the OMol25 dataset. Energies are from wB97M-V/def2-TZVPD.

Each line ends with the Löwdin charge.
Cartesian coordinates (Å):
C  -2.2338  -0.6921  0.3503  0.048
C  -1.6759  -0.5029  1.5336  0.102
C  -0.8847  -0.1538  0.3007  -0.261
C  1.6631  -0.0674  -0.0070  -0.194
N  0.3415  -0.7666  -0.2881  0.048
O  2.1230  0.6596  -1.1252  -0.040
H  -2.9365  -1.3562  -0.1322  0.125
H  -1.4274  -0.7495  2.5271  0.111
H  -0.4280  1.4622  0.0246  0.253
H  1.3473  0.5244  0.7998  0.094
H  2.5762  -0.7417  0.1402  0.180
H  0.2447  -0.7258  -1.2755  0.147
H  0.3568  -1.8674  -0.2495  0.241
H  1.7525  1.5802  -1.3117  0.146

Its multiplicity is 1. The charge is +1. As for the orbital gap: 0.3911 Ha.



<B>
Here is a 2-piece molecular cluster, C4H8NO overall from the OMol25 dataset. Energies are from wB97M-V/def2-TZVPD.

Each line ends with the Löwdin charge.
Cartesian coordinates (Å):
C  -2.7589  -0.1822  -0.2858  0.122
C  -2.2287  0.0934  -1.3638  0.057
C  0.7706  1.1023  0.6084  0.037
C  0.9331  -0.3208  0.1033  -0.427
N  2.0562  -0.9007  0.4480  0.213
O  0.1099  -1.0642  -0.5274  0.148
H  -3.2826  -0.7360  0.4172  0.047
H  0.7292  1.1772  1.7067  0.115
H  -0.1860  1.6567  0.3662  0.111
H  1.6461  1.4775  0.0803  0.105
H  2.0118  -1.8969  0.3081  0.141
H  -1.9399  0.5948  -2.2009  0.043
H  2.9185  -0.4706  0.9993  0.228
H  -0.7793  -0.5305  -0.6595  0.062

Its multiplicity is 1. The charge is +1. As for the orbital gap: 0.4380 Ha.



<B> (79.7 kcal/mol below the next structure)



<A>
Here is a single C3H10N2S2 molecule from the OMol25 dataset. Energies are from wB97M-V/def2-TZVPD.

Each line ends with the Löwdin charge.
Cartesian coordinates (Å):
S  -0.0087  -1.7851  -2.4694  0.289
S  -0.8825  -0.4268  -1.2965  0.403
C  0.3961  -0.0873  -0.0383  -0.535
C  -0.1006  0.8165  1.0849  -0.497
C  1.1218  1.4631  1.7113  -0.269
N  0.8157  2.1173  3.0004  -0.006
N  -0.9056  0.0399  2.0129  0.044
H  0.6784  -1.0644  -3.3835  -0.189
H  1.2690  0.3519  -0.5296  0.077
H  0.6600  -1.0589  0.3833  0.071
H  -0.7337  1.6060  0.6801  0.128
H  1.5355  2.1804  0.9770  0.114
H  1.9478  0.7652  1.8694  0.116
H  -0.0245  2.6719  2.8766  0.065
H  1.5398  2.7793  3.2094  0.057
H  -0.5004  -0.8649  2.1898  0.071
H  -1.0176  0.5072  2.8999  0.061

Its multiplicity is 1. As for the SMILES: NC[C@H](N)CSS. As for the orbital gap: 0.3549 Ha.



<B>
Here is a single C3H10N2S2 molecule from the OMol25 dataset. Energies are from wB97M-V/def2-TZVPD.

Each line ends with the Löwdin charge.
Cartesian coordinates (Å):
S  0.2380  1.3407  2.4167  0.305
S  1.5204  0.6054  0.9229  0.416
C  0.4555  -0.6872  0.1829  -0.557
C  -0.5537  -0.3057  -0.9597  -0.467
C  -0.9696  -1.7557  -1.4501  -0.220
N  -2.2052  -1.5974  -2.3762  -0.017
N  -0.0630  0.5439  -2.0217  0.046
H  0.1170  2.5914  1.9014  -0.192
H  -0.2259  -1.0435  0.9599  0.054
H  1.0905  -1.4858  -0.2219  0.073
H  -1.5096  0.0715  -0.5659  0.126
H  -1.2273  -2.4423  -0.6583  0.101
H  -0.1753  -2.0640  -2.1344  0.104
H  -1.9231  -1.7938  -3.3397  0.056
H  -2.7253  -2.3707  -1.9693  0.047
H  -0.6975  0.4520  -2.7956  0.063
H  0.9419  0.5554  -2.0493  0.062

Its multiplicity is 1. As for the SMILES: NC[C@H](N)CSS. As for the orbital gap: 0.3371 Ha.



<A> (19.1 kcal/mol below the next structure)